A 2-piece molecular cluster, C2H10NS overall in a non-equilibrium geometry, computed with ωB97M-V with the def2-TZVPD basis set.

Element x y z (Å)
N 2.02 -1.25 2.11
H 2.51 -1.95 1.66
H 1.67 -1.53 2.93
H 2.63 -0.43 2.24
H 0.91 -0.06 -1.14
C -1.37 0.25 -2.18
S -0.04 1.00 -1.24
C -0.70 1.00 0.41
H -2.33 0.78 -2.06
H -1.38 -0.72 -1.71
H -1.34 0.05 -3.31
H 0.05 1.50 1.02
H -1.68 1.50 0.61
H -0.95 -0.13 0.67

The value obtained for the energy above the lowest of the compared OMol25 structures with the same formula, charge and spin is 177.9 kJ/mol. The maximum force comes out at 4.97 eV/A. The charge is +1. The calculation puts the gap between HOMO and LUMO at 9.4 eV. The value obtained for the lowest unoccupied orbital energy is -0.1436 Ha. The HOMO energy is -13.34 eV. The spin multiplicity is 1.

A 5-piece molecular cluster, C40H75BClNO16 overall in a non-equilibrium geometry, computed with ωB97M-V with the def2-TZVPD basis set.

Element x y z (Å)
C 1.87 1.19 4.56
C 1.57 -0.25 4.93
C 0.51 -1.18 4.04
C 1.42 -1.80 2.80
C 2.49 -3.05 3.05
B 2.68 -3.78 4.55
C 4.08 -4.57 5.00
O 1.59 -3.82 5.58
C 3.38 -3.55 1.73
C 3.23 -2.85 0.25
C 4.10 -3.25 -1.10
C 5.43 -4.17 -0.80
C 6.48 -3.87 -2.06
O 5.78 -3.72 -3.35
C 5.94 -2.38 -3.92
C 2.12 -1.63 0.04
C 1.22 -1.12 1.32
C 0.26 0.09 0.76
O -0.60 0.91 1.37
N 0.58 0.14 -0.74
Cl -0.86 -0.64 -1.39
C 1.70 -0.77 -1.29
O 2.13 -0.79 -2.55
H 2.74 1.78 5.10
H 1.28 1.74 3.69
H 2.11 -0.77 5.85
H -0.04 -1.99 4.67
H -0.30 -0.48 3.56
H 4.76 -3.89 5.69
H 4.64 -5.03 4.07
H 3.73 -5.49 5.68
H 1.70 -3.01 6.19
H 4.15 -4.42 1.91
H 3.40 -3.70 -1.95
H 4.51 -2.22 -1.53
H 5.14 -5.33 -0.85
H 5.99 -3.90 0.21
H 7.23 -3.01 -1.80
H 7.13 -4.87 -2.16
H 6.03 -2.52 -5.10
H 4.98 -1.69 -3.76
H 6.90 -1.80 -3.58
C -3.32 1.13 -0.70
O -4.74 1.22 -0.76
C -5.32 0.14 -1.49
C -6.78 -0.06 -1.08
O -6.92 -0.78 0.15
C -6.60 -0.05 1.34
C -7.65 0.99 1.71
O -7.49 2.17 0.91
C -8.67 2.95 0.86
H -2.90 1.17 -1.70
H -2.95 1.97 -0.12
H -3.02 0.20 -0.19
H -4.76 -0.79 -1.32
H -5.27 0.40 -2.55
H -7.26 -0.69 -1.84
H -7.33 0.88 -1.05
H -5.60 0.38 1.28
H -6.57 -0.80 2.14
H -7.53 1.28 2.76
H -8.65 0.57 1.56
H -9.49 2.38 0.42
H -8.48 3.82 0.23
H -8.95 3.29 1.87
C 1.95 8.45 7.29
O 1.11 7.82 6.34
C 1.85 7.15 5.32
C 0.99 6.06 4.67
O 0.91 4.86 5.46
C 0.09 4.94 6.63
C -1.41 4.94 6.30
O -1.82 6.25 5.90
C -3.03 6.22 5.16
H 2.58 9.20 6.81
H 1.32 8.94 8.04
H 2.57 7.70 7.80
H 2.75 6.70 5.74
H 2.13 7.89 4.57
H 1.47 5.76 3.74
H -0.01 6.42 4.41
H 0.37 5.78 7.26
H 0.31 4.03 7.20
H -1.98 4.68 7.20
H -1.61 4.21 5.51
H -2.90 5.63 4.24
H -3.28 7.24 4.87
H -3.85 5.81 5.76
C 7.68 -9.22 -2.88
O 8.72 -8.61 -3.64
C 8.76 -7.19 -3.46
C 10.15 -6.65 -3.80
O 11.10 -6.85 -2.74
C 11.57 -8.19 -2.57
C 12.54 -8.63 -3.67
O 11.82 -9.00 -4.85
C 12.64 -8.96 -6.01
H 6.71 -8.83 -3.19
H 7.72 -10.30 -3.07
H 7.84 -9.05 -1.82
H 8.51 -6.93 -2.42
H 8.01 -6.75 -4.13
H 10.07 -5.56 -3.91
H 10.52 -7.04 -4.75
H 10.74 -8.89 -2.46
H 12.11 -8.19 -1.62
H 13.11 -9.51 -3.34
H 13.24 -7.81 -3.89
H 13.01 -7.94 -6.18
H 12.02 -9.25 -6.87
H 13.47 -9.66 -5.92
C -12.45 6.58 -3.15
O -11.61 5.53 -3.61
C -11.97 5.08 -4.92
C -10.78 4.40 -5.59
O -9.84 5.33 -6.14
C -9.02 6.02 -5.19
C -7.93 5.12 -4.58
O -8.48 4.31 -3.55
C -7.68 3.17 -3.28
H -13.48 6.24 -3.09
H -12.11 6.88 -2.16
H -12.37 7.45 -3.82
H -12.31 5.92 -5.53
H -12.79 4.36 -4.80
H -11.16 3.83 -6.45
H -10.29 3.68 -4.93
H -9.62 6.51 -4.43
H -8.52 6.81 -5.76
H -7.15 5.75 -4.13
H -7.49 4.50 -5.37
H -7.61 2.54 -4.18
H -8.17 2.58 -2.50
H -6.69 3.47 -2.94

The maximum force comes out at 8.98 eV/A. As for the structure (SMILES): C=CCc1c(B(C)O)cc(CCCOC)c2c1C(=O)N(Cl)C2=O.COCCOCCOC.COCCOCCOC.COCCOCCOC.COCCOCCOC. The charge is 0. The calculation puts the gap between HOMO and LUMO at 6.9 eV. The value obtained for the lowest unoccupied orbital energy is -0.0748 Ha. The HOMO energy is -8.90 eV. The spin multiplicity is 1.

One molecule with the formula C5H8N2, computed with ωB97M-V with the def2-TZVPD basis set.

Element x y z (Å)
C 2.96 -0.53 -0.57
C 1.91 -0.09 0.08
N 0.96 0.29 0.77
N 0.03 1.14 0.11
C -1.21 1.32 0.87
C -1.20 0.45 -0.33
C -1.34 -1.05 -0.20
H 2.92 -1.47 -1.11
H 3.87 0.06 -0.59
H -1.62 2.32 0.83
H -1.26 0.81 1.83
H -1.56 0.85 -1.28
H -1.12 -1.38 0.82
H -0.66 -1.57 -0.88
H -2.36 -1.34 -0.45

The value obtained for the energy above the lowest of the compared OMol25 structures with the same formula, charge and spin is 339.4 kJ/mol. The maximum force comes out at 0.74 eV/A. As for the structure (SMILES): C=C=NN1C[C@@H]1C. The charge is 0. The calculation puts the gap between HOMO and LUMO at 9.9 eV. The value obtained for the lowest unoccupied orbital energy is 0.0397 Ha. The HOMO energy is -8.81 eV. The spin multiplicity is 1.

One molecule with the formula C9H16N2O5 in a non-equilibrium geometry, computed with ωB97M-V with the def2-TZVPD basis set.

Element x y z (Å)
C 1.27 1.74 -0.93
C 2.44 0.82 -0.45
C 2.79 1.46 0.97
C 1.97 -0.53 -0.50
N 0.71 -0.51 0.24
C -0.43 -0.76 -0.41
O -0.41 -1.13 -1.62
C -1.72 -0.72 0.37
N -1.56 0.20 1.42
C -2.81 -0.50 -0.65
C -4.21 -0.59 -0.04
O -4.44 -0.76 1.15
O -5.16 -0.24 -0.92
C 3.01 -1.53 0.02
O 4.24 -1.39 -0.25
O 2.49 -2.64 0.52
H 1.63 2.71 -0.86
H 0.39 1.80 -0.23
H 0.77 1.59 -1.93
H 3.30 0.95 -1.11
H 3.49 0.84 1.53
H 3.40 2.34 0.57
H 1.93 1.67 1.51
H 1.60 -1.02 -1.41
H 0.70 -0.29 1.30
H -1.83 -1.73 0.77
H -2.17 0.19 2.23
H -1.45 1.21 1.08
H -2.58 -1.18 -1.55
H -2.96 0.41 -1.22
H -5.96 -0.14 -0.28
H 1.55 -2.29 0.67

The value obtained for the energy above the lowest of the compared OMol25 structures with the same formula, charge and spin is 199.7 kJ/mol. The maximum force comes out at 4.72 eV/A. As for the structure (SMILES): CC(C)[C@H](NC(=O)[C@@H](N)CC(=O)O)C(=O)O. The charge is 0. The calculation puts the gap between HOMO and LUMO at 10.2 eV. The value obtained for the lowest unoccupied orbital energy is 0.0112 Ha. The HOMO energy is -9.91 eV. The spin multiplicity is 1.

A 2-piece molecular cluster, C26H51BrNO3Si overall in a non-equilibrium geometry, computed with ωB97M-V with the def2-TZVPD basis set.

Element x y z (Å)
C 1.47 -1.83 -0.96
C 1.45 -0.55 -1.34
Si 0.15 0.66 -0.73
C 0.32 1.09 1.12
C -1.52 -0.19 -0.90
C -2.18 -0.09 -2.29
C -3.73 -0.13 -2.30
C -4.40 -0.95 -1.22
C -5.90 -0.53 -1.11
C -6.24 0.17 0.23
C -6.89 1.57 0.07
C -6.06 2.65 0.75
C -4.75 2.91 -0.04
C -4.61 4.34 -0.56
C -3.20 4.50 -1.13
O -3.02 5.66 -1.89
C -3.41 5.53 -3.24
C 0.26 2.30 -1.70
C 1.50 3.14 -1.45
O 1.63 4.30 -1.77
Br 3.05 2.27 -0.56
H 1.64 -2.58 -1.72
H 1.31 -2.15 0.06
H 2.18 -0.17 -2.06
H 1.03 0.44 1.63
H 0.56 2.14 1.26
H -0.65 0.94 1.59
H -2.17 0.22 -0.13
H -1.38 -1.25 -0.67
H -1.75 -0.83 -2.97
H -1.89 0.87 -2.71
H -4.02 -0.58 -3.25
H -4.08 0.90 -2.34
H -4.37 -2.02 -1.42
H -3.98 -0.80 -0.23
H -6.12 0.15 -1.93
H -6.53 -1.41 -1.25
H -5.36 0.29 0.85
H -6.90 -0.50 0.77
H -7.03 1.80 -0.98
H -7.84 1.55 0.60
H -6.61 3.58 0.81
H -5.79 2.30 1.74
H -3.87 2.59 0.50
H -4.81 2.28 -0.93
H -5.28 4.44 -1.41
H -4.81 5.09 0.21
H -2.49 4.47 -0.30
H -2.99 3.60 -1.72
H -2.66 6.00 -3.87
H -4.38 6.00 -3.39
H -3.51 4.49 -3.56
H 0.30 2.05 -2.76
H -0.59 2.96 -1.56
C 6.51 -4.61 2.10
C 5.58 -3.92 1.08
C 6.29 -2.76 0.39
C 6.40 -1.49 1.24
C 5.02 -1.09 1.76
C 4.33 -2.22 2.52
N 4.31 -3.50 1.75
O 3.38 -3.42 0.85
C 5.03 -2.40 3.88
C 2.91 -1.79 2.89
C 5.32 -5.01 0.04
H 6.68 -4.04 3.01
H 6.10 -5.57 2.40
H 7.49 -4.78 1.66
H 5.75 -2.51 -0.53
H 7.29 -3.08 0.08
H 7.10 -1.65 2.06
H 6.81 -0.68 0.63
H 5.11 -0.22 2.41
H 4.40 -0.79 0.91
H 4.71 -3.33 4.37
H 4.78 -1.58 4.55
H 6.12 -2.40 3.82
H 2.32 -1.50 2.01
H 2.94 -0.92 3.54
H 2.38 -2.58 3.41
H 4.75 -5.84 0.46
H 6.28 -5.40 -0.31
H 4.79 -4.63 -0.83

The maximum force comes out at 3.02 eV/A. The charge is 0. The calculation puts the gap between HOMO and LUMO (spin up / spin down) at 9.1 / 8.8 eV. The value obtained for the lowest unoccupied orbital energy (spin up / spin down) is 0.0224 / 0.0065 Ha. The HOMO energy (spin up / spin down) is -8.52 / -8.62 eV. As for the expectation value of S²: 0.754. The spin multiplicity is 2.

A 2-piece molecular cluster, C5H12O overall in a non-equilibrium geometry, computed with ωB97M-V with the def2-TZVPD basis set.

Element x y z (Å)
C -1.33 2.26 -0.24
C -0.35 1.62 0.75
C -0.29 0.14 0.60
O 0.78 -0.49 1.01
C 0.98 -1.77 0.96
C 0.82 -1.35 -1.76
H -1.42 3.33 -0.05
H -2.33 1.82 -0.14
H -1.00 2.12 -1.28
H -0.65 1.88 1.77
H 0.66 2.04 0.60
H -1.20 -0.45 0.49
H 0.30 -0.71 -1.02
H 0.15 -2.43 0.73
H 1.99 -2.10 1.14
H 0.56 -2.41 -1.70
H 1.91 -1.25 -1.67
H 0.50 -0.95 -2.72

The value obtained for the energy above the lowest of the compared OMol25 structures with the same formula, charge and spin is 396.9 kJ/mol. The maximum force comes out at 1.02 eV/A. The charge is 0. The calculation puts the gap between HOMO and LUMO (spin up / spin down) at 8.1 / 8.1 eV. The value obtained for the lowest unoccupied orbital energy (spin up / spin down) is 0.0366 / 0.0342 Ha. The HOMO energy (spin up / spin down) is -7.09 / -7.19 eV. The spin multiplicity is 1.